No. 1
Formula: C4H11NO
Source: the OMol25 dataset
Level of theory: wB97M-V/def2-TZVPD

```
! wB97M-V def2-TZVPD RIJCOSX def2/J DEFGRID3
* xyz 0 1
C -1.28 1.68 3.07
C -1.24 2.52 2.02
O -0.90 2.01 0.72
H -0.88 1.91 4.01
H -1.56 0.59 2.97
H -1.25 3.60 2.15
H -1.00 1.06 0.77
C 0.79 -0.17 -1.67
N 0.11 -1.37 -1.25
C 1.01 -2.50 -1.71
H 1.32 -0.38 -2.70
H 1.52 0.21 -0.85
H 0.04 0.63 -1.89
H -0.09 -1.46 -0.27
H 0.75 -2.78 -2.69
H 2.00 -2.22 -1.59
H 0.66 -3.33 -1.09
*
```

## Properties
SMILES	C=CO.CNC
energy relative to the best compared isomer or geometry (same formula, charge and spin)	78.8	kcal/mol
LUMO energy	0.90	eV
E_tot	-288.8915	a.u.
maximum force	4.18	eV/Å
HOMO-LUMO gap	9.7	eV

***

No. 2
Formula: C4H11NO
Source: the OMol25 dataset
Level of theory: wB97M-V/def2-TZVPD

```
! wB97M-V def2-TZVPD RIJCOSX def2/J DEFGRID3
* xyz 0 1
C 0.90 1.86 -0.76
C 0.04 1.02 0.51
C 0.78 -0.24 0.57
O 1.47 -0.85 -0.45
N -0.67 -1.07 0.95
C -1.50 -1.61 -0.10
H 0.70 1.40 -1.72
H 1.97 1.95 -0.56
H 0.45 2.85 -0.75
H 0.24 1.64 1.37
H -1.00 1.13 0.24
H 1.39 -0.33 1.47
H 0.96 -0.77 -1.26
H -0.54 -1.73 1.70
H -2.49 -1.89 0.27
H -1.06 -2.49 -0.59
H -1.65 -0.86 -0.88
*
```

## Properties
SMILES	CC[C@H](O)NC
energy relative to the best compared isomer or geometry (same formula, charge and spin)	66.3	kcal/mol
LUMO energy	0.89	eV
E_tot	-288.9113	a.u.
maximum force	6.90	eV/Å
HOMO-LUMO gap	9.2	eV

***

No. 3
Formula: C4H11NO
Source: the OMol25 dataset
Level of theory: wB97M-V/def2-TZVPD

```
! wB97M-V def2-TZVPD RIJCOSX def2/J DEFGRID3
* xyz 0 1
C 0.28 2.63 0.59
C -1.14 2.29 0.84
N -2.04 2.69 -0.10
O -1.54 1.64 1.81
H 0.81 1.79 0.14
H 0.79 2.65 1.55
H 0.51 3.58 0.12
H -3.02 2.69 0.16
H -1.79 3.40 -0.77
C 0.84 -2.95 0.21
C 1.10 -2.86 -1.29
H -0.32 -3.15 0.26
H 0.99 -2.04 0.80
H 1.31 -3.80 0.63
H 2.12 -3.11 -1.57
H 0.67 -1.89 -1.62
H 0.43 -3.56 -1.76
*
```

## Properties
SMILES	CC(N)=O.CC
energy relative to the best compared isomer or geometry (same formula, charge and spin)	13.7	kcal/mol
LUMO energy	0.80	eV
E_tot	-288.9952	a.u.
maximum force	3.46	eV/Å
HOMO-LUMO gap	10.6	eV